[1]
Computed, not measured: C40H36ClN3Si2Zr as an isolated structure, with wB97M-V/def2-TZVPD.

```
83
Properties=species:S:1:pos:R:3:lowdin_charge:R:1
C -0.650 -3.442 1.011 -0.067
C -5.815 3.792 1.519 -0.037
C -3.842 -1.634 -2.995 -0.081
C 0.183 -1.299 0.019 -0.446
H 6.123 -2.433 1.606 0.108
H -6.901 3.841 1.429 0.120
H 2.891 2.520 -0.019 0.132
C -3.031 3.533 1.742 -0.273
H 5.833 -4.876 1.087 0.118
C 4.261 -1.850 0.675 -0.110
H -5.467 -0.621 -4.003 0.119
C 3.763 -1.650 -4.260 -0.056
C 5.059 -4.149 0.802 -0.064
C -0.264 3.165 5.036 0.032
C 1.344 -2.438 -3.095 -0.134
H 2.044 0.574 3.423 0.111
H 0.419 2.462 6.968 0.135
H -1.179 -4.402 0.982 0.127
H -4.073 1.272 -4.798 0.125
C 1.294 1.398 5.286 -0.025
H 1.408 -0.122 1.683 0.040
H -5.768 4.426 3.589 0.121
C -0.139 2.115 -1.455 -0.186
C 3.892 -4.563 0.155 -0.062
N -1.075 3.759 2.901 0.080
H 1.830 1.351 -2.250 0.115
H -0.088 -3.810 3.055 0.122
H -0.877 1.723 -2.166 0.097
C 0.802 -1.031 1.350 -0.384
C 1.276 1.893 -1.479 -0.161
H -0.392 -0.463 -0.460 -0.018
H -4.466 -2.473 -2.678 0.108
H -1.634 1.262 -4.339 0.116
N 0.506 1.934 3.047 0.029
C 3.036 -2.711 -4.831 -0.056
H -0.610 -0.559 -3.028 0.082
C -2.472 -1.605 -2.626 -0.306
C 1.808 -3.070 -4.258 -0.063
N -1.668 3.222 1.890 0.011
Si -1.739 -2.955 -1.545 1.031
H -2.672 -3.926 -1.213 -0.024
H 0.995 4.173 0.982 0.130
C -0.664 -2.580 -0.096 -0.288
H -3.240 4.308 3.729 0.107
H 3.424 -3.234 -5.711 0.117
H -1.289 3.765 -0.466 0.114
C -0.232 2.918 3.646 -0.281
H 3.895 -0.226 -2.644 0.105
H -3.102 2.738 -0.245 0.053
H 0.370 -2.742 -2.680 0.028
C 1.328 1.258 3.896 -0.117
C 2.117 -1.465 -2.436 -0.265
H 2.062 -3.970 -0.844 0.103
C 5.235 -2.783 1.079 -0.064
H 1.205 -3.860 -4.717 0.114
C 3.293 -1.031 -3.089 -0.104
H 3.708 -5.624 -0.040 0.113
Cl -2.107 0.543 0.696 0.260
C -1.688 -0.562 -3.170 -0.118
H 4.703 -1.318 -4.729 0.118
C 0.586 -1.897 2.442 -0.017
Si 1.893 -0.938 -0.573 0.635
C -3.779 4.038 2.822 0.004
C -3.627 0.474 -4.191 -0.044
Zr 0.253 1.135 0.673 1.393
H 4.436 -0.788 0.861 0.090
C -5.067 3.371 0.410 -0.055
C -5.170 4.122 2.723 -0.042
C 2.927 -3.632 -0.264 -0.077
H 0.913 -1.564 3.430 0.127
C -4.409 -0.594 -3.743 -0.053
C 3.102 -2.278 0.032 -0.274
C -2.256 0.467 -3.927 -0.080
C -0.388 3.157 -0.499 -0.177
C 1.853 2.575 -0.349 -0.189
H 2.770 0.212 -0.358 0.062
C 0.828 3.399 0.234 -0.175
C 0.476 2.357 5.884 -0.006
C -3.701 3.197 0.542 -0.087
H -0.944 3.941 5.367 0.126
H -5.538 3.139 -0.558 0.122
C -0.038 -3.107 2.227 -0.055
H 1.919 0.745 5.896 0.126
```

Results
M: 741.60 g/mol
Energy above the lowest of the compared OMol25 structures with the same formula, charge and spin: 454.2 kJ/mol
E: -2795.6309 hartree
HOMO (spin up / spin down): -12.4 / -12.4 eV
Orbital gap (spin up / spin down): 5.2 / 5.2 eV
Net charge: +2

[2]
Computed, not measured: a 5-piece molecular cluster, C40H36F4N2O20Si overall, with wB97M-V/def2-TZVPD.

```
103
Properties=species:S:1:pos:R:3:lowdin_charge:R:1
H 0.169 -0.290 -2.057 0.034
H 0.189 -5.889 2.747 0.140
H -0.845 -5.227 -3.556 0.084
C 4.295 6.746 5.006 -0.227
H -0.320 1.060 -0.896 0.017
C 4.462 -5.281 -3.494 0.080
O -1.118 3.290 -5.284 0.110
O -0.974 -5.003 0.571 0.104
C 2.434 -3.264 -3.122 0.089
H -2.625 -4.843 -5.368 0.098
H -3.853 -0.969 -3.424 0.080
C -1.267 5.571 -4.778 0.080
N -1.266 1.569 3.879 0.077
H 1.445 -9.213 2.924 0.118
C 3.304 -5.636 -2.929 -0.221
N 0.595 3.172 3.145 0.192
C -2.515 -4.069 -4.569 -0.081
H -2.286 2.090 -0.813 0.071
O 4.994 6.235 6.036 0.110
H -2.787 -0.646 3.916 0.109
H 5.265 -5.986 -3.655 0.138
H -1.004 5.866 -5.784 0.139
O 5.588 8.700 5.095 0.113
C -1.497 -4.324 -3.546 -0.081
H -4.027 2.342 -0.447 0.132
C -0.339 2.662 4.144 -0.398
O 2.279 8.496 1.775 0.102
H 3.002 5.081 4.768 0.135
H 1.635 -2.556 -2.947 0.126
C -3.459 0.228 -0.751 -0.225
C 3.296 6.067 4.433 0.083
C -1.963 4.963 -2.046 0.082
O -0.335 -0.015 2.436 0.198
C -3.144 1.682 -0.216 -0.124
O -1.391 1.673 1.439 0.081
C -2.792 1.749 1.321 -0.477
H -4.289 -0.265 -0.170 0.093
O 1.192 -8.290 3.122 0.104
H -1.565 -5.708 -1.345 0.088
C 4.685 -3.900 -3.922 -0.312
C 1.806 2.453 3.105 -0.478
O 1.158 -5.020 -2.214 0.082
H -2.755 -2.893 0.414 0.047
C -0.965 0.985 2.596 -0.450
C 0.589 -7.836 2.007 -0.230
C -0.679 -7.079 -0.429 -0.230
H -4.106 -2.702 -5.328 0.094
C -0.198 -8.326 -0.353 0.073
C -1.871 6.246 -2.410 -0.226
O -1.307 -6.633 -1.535 0.084
C -1.199 0.581 4.997 -0.088
H -2.827 -0.796 5.708 0.127
O -1.812 2.716 -2.733 0.087
F -3.288 2.940 1.852 0.080
C -1.356 4.288 -4.413 -0.225
H -0.565 -3.533 -1.636 0.077
H 5.653 6.916 6.268 0.119
C -1.327 -3.359 -2.437 -0.080
C -0.540 -6.125 0.704 -0.305
F -3.469 0.721 1.964 0.085
C -2.208 -2.133 -2.418 -0.214
C 2.554 6.645 3.314 -0.308
H 4.731 -1.641 -4.440 0.120
H -1.248 2.464 -4.779 0.119
C -1.528 6.637 -3.812 -0.312
H -1.530 1.107 5.937 0.137
O -1.474 7.817 -4.105 0.118
H -0.288 -9.030 -1.169 0.137
C 3.958 8.676 3.398 0.077
H 0.174 3.311 2.223 0.144
O 5.717 -3.536 -4.453 0.115
H 1.615 7.817 1.548 0.115
C 4.685 8.109 4.533 -0.313
O -2.083 7.244 -1.533 0.110
C 0.112 -6.590 1.927 0.086
H -3.870 0.359 -1.798 0.067
O 1.628 6.067 2.773 0.097
H -0.998 -2.651 0.662 0.028
O 3.829 -1.637 -4.064 0.109
O 2.291 1.934 4.059 0.158
F -1.304 -1.821 4.823 -0.083
C -3.211 -1.876 -3.466 -0.084
C 0.477 -8.788 0.860 -0.317
C -1.979 -2.102 0.624 -0.180
H -1.958 8.069 -2.041 0.121
C -2.139 -0.664 4.827 -0.125
F 2.492 2.283 1.908 0.087
H -0.121 0.317 5.170 0.149
Si -1.955 -0.943 -0.909 0.613
O 3.076 -6.902 -2.524 0.107
C -0.267 -0.046 -1.041 -0.166
H -2.212 4.667 -1.035 0.132
O -0.341 3.199 5.214 0.165
H -2.228 -1.567 1.572 0.014
H 2.173 -6.899 -2.153 0.108
C 3.593 -2.906 -3.684 -0.224
O 0.941 -9.908 0.967 0.109
C -3.337 -2.868 -4.536 -0.091
C 2.204 -4.649 -2.717 -0.285
C -1.725 3.898 -3.018 -0.291
H 4.261 9.655 3.053 0.137
C 2.962 7.996 2.823 -0.229
H 0.418 -0.531 -0.288 0.041
```

Results
M: 968.80 g/mol
E: -3849.0893 hartree
SMILES string: C[Si](C)(CCC(F)(F)OC(=O)N(CCF)C(=O)NC(=O)F)c1ccccc1.O=C1C=C(O)C(=O)C=C1O.O=C1C=C(O)C(=O)C=C1O.O=C1C=C(O)C(=O)C=C1O.O=C1C=C(O)C(=O)C=C1O
HOMO: -9.0 eV
Orbital gap: 7.0 eV

[3]
Computed, not measured: C40H36F6N4PRhS5Sb2 as an isolated structure, with wB97M-V/def2-TZVPD.

```
95
Properties=species:S:1:pos:R:3:lowdin_charge:R:1
H -5.749 3.416 -2.597 0.121
H -5.674 1.108 -1.683 0.127
C -3.611 3.640 -2.542 -0.118
C -1.141 -0.118 6.492 -0.062
C -0.429 -1.286 -3.634 -0.026
C -2.967 -1.260 2.521 -0.091
C -0.218 -2.295 1.977 -0.323
H -0.406 -5.982 0.878 0.112
C -2.034 -0.239 2.318 -0.300
H 2.249 4.032 2.422 0.132
Sb 2.986 -1.654 0.524 1.608
Rh -0.512 0.974 -0.858 1.164
H 2.460 6.008 0.923 0.123
C -4.763 1.675 -1.824 -0.007
C 1.876 5.146 0.623 -0.024
C 1.777 1.333 -5.238 -0.042
C -0.614 -2.610 0.679 -0.110
S 5.743 -0.014 -3.842 0.916
N -0.129 1.105 -3.245 -0.001
H 2.176 0.470 6.769 0.113
H -5.854 0.461 2.080 0.111
F 0.856 -0.565 -1.044 -0.621
H -0.476 -1.461 -2.560 0.044
C 1.227 0.105 -4.922 -0.042
F 3.292 0.318 0.701 -0.441
C 4.339 -0.991 -3.445 -1.087
C -3.540 1.101 -1.502 -0.304
C 1.208 5.127 -0.599 -0.111
H 0.289 2.101 2.836 0.128
C 1.024 2.950 1.043 -0.239
N 0.293 0.597 1.361 -0.197
H 1.670 3.456 -4.840 0.096
F 4.569 -2.076 -0.452 -0.422
H 0.133 0.321 8.162 0.112
H 0.296 -5.416 3.178 0.115
H 0.085 -2.118 -4.112 0.071
H -1.823 1.857 1.855 0.090
H 1.251 5.975 -1.271 0.093
H -0.981 -4.193 -0.722 0.110
H 1.722 -4.413 -2.574 0.049
H -3.605 4.632 -2.975 0.090
C -2.514 1.036 2.011 -0.099
C 4.245 -2.183 -4.180 -0.954
H 2.066 0.125 4.367 0.106
C -0.675 -3.938 0.286 -0.067
C -3.440 -0.323 -1.041 -0.020
C 0.471 4.009 -0.940 -0.439
N 0.395 2.929 -0.138 -0.001
C 0.075 0.168 7.092 -0.059
C 0.263 0.011 -3.924 -0.335
H -2.039 -0.196 7.092 0.112
F 4.024 -1.923 2.059 -0.379
C 1.153 0.073 4.938 -0.065
H -0.859 -1.819 -0.016 0.064
C -4.331 -1.015 2.429 -0.066
C 0.118 -3.303 2.879 -0.061
C -4.804 2.957 -2.335 -0.032
H -4.230 2.291 1.714 0.112
S 5.483 -2.467 -5.354 0.936
C -1.218 -0.306 5.120 -0.059
C 1.219 0.260 6.309 -0.056
C 1.768 4.052 1.453 0.006
C 6.400 -1.011 -5.095 -1.496
C 0.900 1.789 1.985 -0.184
C -0.355 -4.945 1.187 -0.064
C 0.043 -4.629 2.479 -0.053
S 3.000 -3.383 -4.237 0.883
H -4.304 -0.620 -0.452 0.083
C -2.415 3.031 -2.196 -0.421
C 2.350 -3.523 -2.562 -0.396
C -0.071 -0.218 4.322 -0.248
C 0.347 2.304 -3.599 -0.447
H 1.539 -0.787 -5.450 0.113
H -3.373 -0.979 -1.914 0.097
S 7.749 -0.648 -5.916 0.628
P -0.210 -0.580 2.540 0.984
N -2.394 1.793 -1.661 -0.046
C 1.305 2.468 -4.588 -0.110
H 0.447 -3.041 3.878 0.119
C -3.877 1.289 1.929 -0.082
H 3.172 -3.678 -1.868 0.025
H 1.764 -2.649 -2.287 -0.021
H -1.453 -1.236 -4.016 0.091
S 3.278 -0.305 -2.353 0.729
H -2.629 -2.261 2.764 0.115
H -2.545 -0.466 -0.436 0.030
H -2.177 -0.528 4.682 0.093
F 2.630 -3.599 0.465 -0.406
H 1.044 0.142 0.838 -0.001
H 1.893 1.553 2.370 0.117
F 1.667 -0.882 2.590 -0.427
C -4.790 0.265 2.140 -0.083
H -5.036 -1.821 2.591 0.113
H 2.537 1.417 -6.005 0.123
Sb -0.604 4.083 -2.809 1.542
```

Results
M: 1224.48 g/mol
2S+1: 6
Expectation value of S²: 8.79
E: -5287.2312 hartree
HOMO (spin up / spin down): -9.6 / -10.2 eV
Orbital gap (spin up / spin down): 6.8 / 5.3 eV
Net charge: +1

[4]
Computed, not measured: C40H36INPPtS as an isolated structure, with wB97M-V/def2-TZVPD.

```
81
Properties=species:S:1:pos:R:3:lowdin_charge:R:1
H 0.035 -0.587 3.008 0.103
C 1.154 4.182 -2.826 -0.627
C -2.400 3.355 0.435 -0.093
C -3.144 -0.891 1.941 -0.196
H 1.113 6.230 -2.118 0.090
C -2.079 0.897 3.202 -0.081
C 2.802 -2.980 -1.586 -0.083
H -1.656 6.513 1.392 0.111
H -4.532 -3.065 4.223 0.123
H 1.529 3.728 -4.916 0.088
C -4.540 -3.375 2.116 -0.058
I -3.747 -0.720 -1.159 1.081
C 2.600 3.928 -2.366 -0.050
H 4.886 -2.977 -1.101 0.111
H -3.689 -1.178 5.320 0.124
H 5.593 -3.707 -3.353 0.112
H 0.625 2.937 1.916 0.107
H -1.422 -3.531 2.328 0.102
H 0.945 -5.576 -1.506 0.118
C -0.412 4.801 1.719 -0.077
C 0.537 5.311 -1.990 -0.042
C -1.550 5.444 1.257 -0.072
H -0.541 -5.832 2.501 0.110
N 0.100 -1.294 -1.914 -0.452
H -4.630 -3.261 -0.029 0.094
H 3.033 3.086 -2.908 0.088
C 1.870 -3.205 -2.590 -0.404
H 4.197 -0.221 2.092 0.110
C -4.246 -2.683 3.251 -0.022
C 4.145 -3.156 -1.869 -0.058
C -4.278 -2.778 0.873 -0.162
H -0.493 5.499 -2.297 0.090
H 1.505 -3.780 -4.624 0.113
H 3.212 4.813 -2.553 0.088
C -3.318 -0.747 4.398 -0.006
H 2.395 -1.021 3.572 0.111
Pt -1.338 0.472 -1.658 0.560
H -1.060 -2.231 0.231 0.059
C 0.431 -5.129 -0.664 -0.075
P -1.187 0.896 0.671 0.933
C 2.250 -3.615 -3.856 -0.075
H 0.632 -6.856 0.582 0.113
H 1.276 1.470 -0.547 0.069
C 3.598 -3.806 -4.124 -0.061
C -3.571 -1.441 3.194 -0.157
H 0.366 5.363 2.220 0.112
C -0.706 -3.248 0.326 -0.093
C -0.265 3.432 1.549 -0.089
C -0.037 -3.824 -0.736 -0.380
C -2.289 0.259 1.998 -0.274
C 0.502 0.469 1.197 -0.358
C 0.252 -5.845 0.509 -0.060
H 3.912 -4.139 -5.104 0.113
C -0.278 1.947 -2.435 -0.236
C 4.542 -3.569 -3.136 -0.061
C 2.849 0.663 0.672 -0.061
C 1.135 4.547 -4.315 -0.047
H -1.444 1.773 3.227 0.110
H 0.119 4.761 -4.647 0.088
C -0.893 -3.973 1.493 -0.063
H 1.750 5.432 -4.488 0.087
C 3.163 -0.035 1.834 -0.067
H 3.638 1.012 0.017 0.112
H 2.627 3.708 -1.297 0.075
C -2.629 0.428 4.402 -0.039
H -5.022 -4.341 2.155 0.118
H 2.486 -2.678 -0.594 0.116
H 0.954 -0.971 -1.474 -0.016
C 1.526 0.913 0.352 -0.122
C 2.150 -0.483 2.666 -0.063
H -3.168 2.790 -0.082 0.095
H 0.535 5.044 -0.933 0.065
C -1.264 2.701 0.909 -0.374
S 0.136 -2.846 -2.265 1.048
H -2.463 0.975 5.321 0.119
C 0.820 -0.237 2.350 -0.070
H -3.430 5.223 0.249 0.112
C -3.637 -1.572 0.794 -0.581
C -0.408 -5.270 1.586 -0.064
C 0.384 2.953 -2.602 -0.145
C -2.544 4.720 0.613 -0.063
```

Results
M: 915.76 g/mol
Energy above the lowest of the compared OMol25 structures with the same formula, charge and spin: 219.5 kJ/mol
E: -2756.8384 hartree
HOMO (spin up / spin down): -10.1 / -10.3 eV
Orbital gap (spin up / spin down): 6.2 / 6.4 eV
Net charge: +1